ORCA calculation (ωB97M-V/def2-TZVPD) on C17H30N4OP2Re as an isolated structure in a non-equilibrium geometry.

- HOMO energy (spin up / spin down): -5.90 / -8.08 eV
- Kohn-Sham gap (spin up / spin down): 0.22706 / 0.26495 Ha
- Expectation value of S²: 3.79
- E_LUMO (spin up / spin down): 0.276 / -0.867 eV
- Electronic energy: -46827.4255 eV
- Strongest force on any atom: 6.8 eV/A

```
! RIJCOSX wB97M-V def2-TZVPD def2/J DEFGRID3
* xyz 0 4
Re 0.20 -0.26 -0.02
P -0.73 -0.12 -2.33
P 0.26 -0.12 2.34
O -3.00 0.10 1.49
N 1.07 -1.89 0.37
N 1.24 1.15 -0.25
N 1.43 -6.47 0.42
N 1.77 -4.10 -0.28
C 1.99 0.40 2.74
C 1.57 -5.34 0.14
C 1.45 -3.03 0.31
C 1.69 3.52 -0.56
C 0.72 0.42 -3.34
C 3.49 1.85 -0.60
C -3.64 -2.22 1.67
C 2.11 2.17 -0.45
C 2.63 4.52 -0.77
C -0.71 0.98 3.44
C -4.63 -0.61 -0.10
C 4.42 2.86 -0.79
C -3.66 -0.85 1.03
C -2.05 0.94 -3.00
C 0.14 -1.70 3.27
C 3.99 4.19 -0.91
C -1.09 -1.75 -3.10
H -3.71 -2.05 2.75
H 2.14 1.44 2.42
H 2.13 0.32 3.83
H -2.98 0.82 -2.43
H -4.87 -1.54 -0.62
H -2.71 -2.76 1.44
H 0.76 -0.94 -1.34
H 4.73 4.99 -1.07
H 2.30 5.55 -0.86
H -0.88 -2.09 3.17
H 2.71 -0.25 2.22
H 1.62 -0.11 -3.01
H -1.97 -2.22 -2.62
H -4.21 0.10 -0.81
H 0.62 3.72 -0.45
H 0.88 1.50 -3.21
H -0.29 0.94 4.46
H -4.49 -2.82 1.32
H 5.47 2.60 -0.91
H 3.77 0.80 -0.52
H -0.22 -2.41 -2.95
H 0.36 -1.50 4.33
H -5.53 -0.18 0.36
H -1.75 0.65 3.42
H -1.74 1.99 -2.94
H -2.25 0.69 -4.05
H -0.64 2.01 3.06
H 0.86 -2.43 2.88
H 0.54 0.18 -4.40
H -1.28 -1.63 -4.18
*
```

Here are the Löwdin charges for atoms 1 to 2, given in e:
1 Re 0.922
2 P 0.648


ORCA calculation (ωB97M-V/def2-TZVPD) on a 4-piece molecular cluster, C39H86N4O7 overall in a non-equilibrium geometry.

- HOMO energy: -9.06 eV
- Kohn-Sham gap: 0.35374 Ha
- E_LUMO: 0.563 eV
- Electronic energy: -62126.8246 eV
- Strongest force on any atom: 3.2 eV/A

```
! RIJCOSX wB97M-V def2-TZVPD def2/J DEFGRID3
* xyz 0 1
O 2.37 -2.14 1.00
O -8.85 -4.15 -0.10
O 6.41 -7.00 2.85
O -5.82 3.42 -2.71
O 4.36 4.00 -8.45
O 0.72 -1.49 -0.35
O -1.51 2.40 -0.88
N 3.20 2.51 -6.25
N 5.91 0.49 -0.80
N -1.15 3.75 -3.42
N -4.47 4.12 -0.25
C 1.71 0.08 1.29
C 5.02 -4.67 1.98
C 4.74 1.38 -0.82
C 1.50 4.09 -7.00
C -0.58 3.45 -1.02
C -5.21 -2.25 4.27
C -6.70 -2.16 2.18
C 1.46 -1.24 0.51
C 0.79 -1.47 3.62
C 4.47 2.17 0.49
C 3.49 -1.34 1.45
C -6.23 5.77 -0.57
C 3.47 4.19 -9.53
C 4.70 -2.10 1.95
C -0.06 3.68 -2.45
C -0.94 1.10 -0.85
C 5.28 -7.49 3.55
C -7.98 -4.07 1.01
C 4.75 1.42 1.82
C 3.49 1.05 2.66
C -8.17 -4.31 -1.33
C 3.99 4.65 -7.24
C -4.96 5.16 -1.16
C -0.42 -0.51 3.63
C -1.62 -1.01 4.46
C -5.12 4.64 -2.60
C 5.37 -9.00 3.79
C 6.91 -5.79 3.38
C 5.99 -4.56 3.18
C -4.19 -1.07 4.13
C -6.60 -1.91 3.71
C -8.07 -2.69 1.73
C -7.23 3.52 -2.63
C 0.95 2.64 -2.91
C 4.94 -3.40 1.12
C -2.81 -1.52 3.59
C 2.90 3.94 -6.42
C 2.17 -0.77 3.68
C 2.78 -0.32 2.33
H -8.53 -2.02 1.00
H 1.50 3.00 -3.78
H 0.75 3.83 -6.24
H -8.87 -4.79 -2.02
H 5.91 -3.30 0.62
H 3.76 -0.78 0.55
H 5.28 -5.49 1.31
H 2.67 3.45 -9.52
H -7.33 -2.58 4.18
H -0.13 0.51 3.91
H -1.33 -1.74 5.22
H 4.20 -3.53 0.34
H -1.63 0.45 -0.31
H -0.84 0.70 -1.86
H 4.40 -7.32 2.91
H 0.85 0.65 1.64
H 3.72 5.70 -7.44
H 3.39 2.13 -7.18
H 0.45 4.65 -2.45
H 2.88 -1.42 4.20
H -3.56 3.79 -0.58
H 1.32 3.42 -7.84
H 7.04 -5.93 4.46
H 5.10 -6.92 4.47
H 2.75 1.84 2.46
H -4.12 4.44 -2.99
H -6.94 -4.29 0.75
H -2.02 -0.14 4.99
H -1.77 4.52 -3.18
H 3.76 1.16 3.71
H -1.74 2.92 -3.28
H -4.20 5.96 -1.19
H -8.28 -4.83 1.75
H 4.03 4.06 -10.45
H 2.90 4.40 -5.43
H -5.07 3.31 -0.37
H -7.60 4.44 -3.10
H -6.52 -1.20 1.68
H 5.25 -9.49 2.83
H -7.29 -4.95 -1.26
H 6.60 0.82 -0.13
H 4.58 -9.28 4.49
H 1.68 2.42 -2.12
H -6.91 -0.90 3.97
H 1.31 5.11 -7.32
H 4.62 -2.33 3.02
H -5.31 -2.45 5.34
H -6.94 5.01 -0.24
H 5.38 0.54 1.70
H -1.11 4.36 -0.70
H 0.49 1.70 -3.21
H 6.37 -9.22 4.17
H 5.09 3.07 0.46
H 4.09 2.42 -5.77
H 2.05 0.09 4.34
H 5.46 -4.31 4.10
H 0.02 1.10 -0.35
H -5.99 6.38 0.30
H 5.33 2.11 2.44
H 0.72 -2.07 4.54
H -5.57 5.40 -3.25
H -2.72 -1.17 2.56
H 4.88 2.09 -1.63
H 5.61 -1.52 1.86
H -7.88 -3.33 -1.72
H 0.26 3.32 -0.31
H 7.90 -5.58 2.98
H 4.02 -4.90 2.35
H -7.57 3.47 -1.59
H -0.76 -0.44 2.60
H 4.90 4.67 -6.64
H -5.88 -2.83 1.91
H -2.79 -2.61 3.64
H -4.83 -3.12 3.74
H 3.04 5.20 -9.53
H 5.66 -0.45 -0.51
H 0.72 -2.21 2.82
H -4.13 -0.57 5.10
H 6.65 -3.71 2.97
H 2.13 0.73 0.51
H -4.64 -0.38 3.40
H -7.66 2.67 -3.16
H 3.43 2.51 0.51
H -8.77 -2.79 2.55
H -6.73 6.41 -1.30
H 3.88 0.75 -1.06
*
```

Here are the Löwdin charges for atoms 1 to 2, given in e:
1 O 0.036
2 O -0.193


ORCA calculation (ωB97M-V/def2-TZVPD) on C56H45N8O8STl as an isolated structure.

- HOMO energy (spin up / spin down): -6.65 / -6.65 eV
- Relative energy (zero: lowest compared OMol25 entry of this formula, charge and spin): 23.4 kcal per mole
- Kohn-Sham gap (spin up / spin down): 0.19436 / 0.19433 Ha
- E_LUMO (spin up / spin down): -1.364 / -1.364 eV
- Electronic energy: -102631.8882 eV
- Strongest force on any atom: 0.7 eV/A

```
! RIJCOSX wB97M-V def2-TZVPD def2/J DEFGRID3
* xyz 0 1
Tl 0.20 0.25 0.40
S -0.57 3.11 -0.25
O -2.62 -0.37 -3.17
O -0.76 0.03 -1.97
O -4.85 0.97 -3.29
O 3.17 -5.09 -6.40
O 5.83 6.82 -2.07
O -6.61 -5.24 2.03
O -5.72 2.61 -2.05
O 2.27 2.15 9.28
N -2.09 4.02 -2.28
N -2.32 0.58 0.19
N -3.20 1.22 0.96
N 2.01 0.21 -0.83
N -0.70 2.46 -2.88
N 0.12 -1.93 0.00
N 1.52 1.52 1.72
N -0.51 -0.44 2.43
C -4.95 1.67 -2.17
C -0.99 -2.63 0.37
C 1.97 -2.33 -4.42
C 2.29 -0.72 -1.79
C 1.74 1.93 8.05
C -2.38 -1.06 3.58
C 3.37 -0.20 -2.60
C -4.31 -2.52 1.46
C 2.09 -2.79 -3.11
C 2.98 -4.87 -4.00
C 3.68 1.04 -2.12
C 5.59 5.08 -0.40
C -1.12 3.20 -1.85
C -4.26 1.68 0.26
C 1.41 1.98 10.39
C 2.59 -4.07 -2.92
C -5.48 -3.25 1.59
C -0.03 1.42 6.50
C 3.67 -6.40 -6.22
C -0.21 -3.61 -1.50
C -3.03 -4.47 1.98
C -6.56 -6.62 2.34
C -3.06 -3.12 1.65
C 4.86 3.99 0.06
C 2.16 1.80 5.69
C 1.24 1.91 3.00
C -2.83 0.58 -1.03
C 3.72 3.55 -0.60
C -1.76 -0.08 4.30
C -1.81 -2.32 1.48
C -4.07 1.27 -1.04
C 2.34 -3.11 -5.50
C -4.19 -5.21 2.12
C 5.18 5.75 -1.55
C 0.81 1.53 5.39
C 4.05 5.31 -2.23
C 2.45 3.59 2.07
C 2.61 2.02 6.98
C -2.01 0.01 -2.15
C 0.61 -2.48 -1.15
C 0.41 1.63 7.80
C 2.30 2.49 1.14
C -0.56 0.29 3.58
C 1.83 3.22 3.21
C 6.97 7.28 -1.37
C 2.91 2.40 -0.12
C -1.21 -3.69 -0.58
C 2.84 -4.39 -5.29
C -2.46 3.81 -3.68
C -1.58 -1.31 2.42
C 3.34 4.23 -1.77
C -1.58 2.60 -4.06
C 2.82 1.28 -0.99
C -5.42 -4.60 1.92
C 0.45 1.24 3.96
C 1.66 -1.96 -1.95
H 3.38 -5.86 -3.80
H 2.97 -7.03 -5.67
H -2.17 1.70 -4.20
H -0.99 2.78 -4.96
H 3.66 2.22 7.17
H 2.93 4.53 1.85
H 2.70 -4.45 -1.91
H -3.01 1.33 1.94
H -6.10 -6.80 3.32
H -3.30 -1.56 3.84
H 2.45 3.90 -2.30
H -4.13 -6.26 2.37
H -4.36 -1.47 1.17
H 3.86 -0.73 -3.40
H 2.89 1.81 4.90
H -4.11 0.29 -3.24
H 4.63 -6.39 -5.68
H 4.45 1.70 -2.48
H 7.35 8.13 -1.92
H -0.08 -4.22 -2.38
H -3.52 3.59 -3.77
H 7.75 6.51 -1.33
H -2.07 -4.95 2.14
H 1.71 3.81 4.11
H 6.48 5.39 0.14
H 2.02 2.14 11.27
H 0.60 2.71 10.37
H 1.55 -1.34 -4.60
H -2.55 4.67 -1.66
H -2.03 -4.39 -0.56
H -7.59 -6.97 2.38
H 6.72 7.59 -0.35
H -6.02 -7.19 1.58
H 5.19 3.46 0.95
H -2.24 4.69 -4.29
H -5.06 2.24 0.71
H 0.99 0.98 10.42
H -0.30 1.54 8.61
H -2.15 0.38 5.19
H -0.29 1.56 -2.67
H -6.45 -2.79 1.42
H -1.07 1.17 6.39
H 2.23 -2.75 -6.52
H 3.82 -6.82 -7.21
H 3.75 5.85 -3.13
*
```

Here are the Löwdin charges for atoms 1 to 2, given in e:
1 Tl 0.983
2 S 0.723